[1]
{"formula": "C17H26Cl2F8O5PS", "method": "the ωB97M-V functional and the def2-TZVPD basis", "homo_ha": -0.500, "energy_ev": -95190.4751, "orbital_gap_ev": 11.2104, "total_charge": 1, "elements": ["C", "C", "C", "Cl", "P", "C", "C", "C", "C", "S", "O", "O", "Cl", "C", "C", "O", "C", "O", "C", "C", "O", "C", "C", "F", "F", "C", "F", "F", "C", "F", "F", "C", "F", "F", "H", "H", "H", "H", "H", "H", "H", "H", "H", "H", "H", "H", "H", "H", "H", "H", "H", "H", "H", "H", "H", "H", "H", "H", "H", "H"], "coordinates": [[4.9684, -0.4636, 1.4146], [4.5696, 0.8189, 0.6517], [3.8713, 0.5368, -0.6810], [4.4358, 1.6810, -1.9596], [2.0602, 0.7889, -0.6084], [1.4314, -0.4382, 0.5380], [1.8388, -1.9043, 0.2184], [0.7499, -2.7622, -0.4330], [-0.3171, -3.4709, 0.4563], [-0.2640, -3.2949, 2.2188], [-0.0731, -1.9109, 2.5321], [-1.3566, -4.0254, 2.7706], [1.4255, -4.3085, 2.7031], [1.8441, 2.4652, 0.0509], [0.5419, 3.1931, -0.2376], [0.3493, 3.3006, -1.6510], [-0.9112, 3.6805, -1.9736], [-1.5178, 4.5146, -1.3829], [1.4747, 0.5521, -2.3002], [-0.0357, 0.3329, -2.4898], [-0.7457, 0.6016, -1.2918], [-1.8799, -0.2173, -1.0643], [-2.9501, 0.6293, -0.3828], [-2.3614, 1.4549, 0.5273], [-3.5841, 1.3865, -1.3061], [-3.9806, -0.2315, 0.3867], [-3.2819, -1.1611, 1.0915], [-4.7495, -0.8773, -0.5129], [-4.8711, 0.5600, 1.3880], [-4.2003, 0.6944, 2.5518], [-5.1196, 1.7900, 0.8903], [-6.2245, -0.1058, 1.7013], [-6.0358, -1.4143, 1.9827], [-7.0520, 0.0098, 0.6391], [4.3728, -0.5767, 2.3191], [6.0001, -0.3780, 1.7496], [4.8917, -1.3595, 0.8029], [3.9505, 1.4357, 1.3035], [5.4539, 1.4181, 0.4484], [4.1084, -0.4492, -1.0676], [1.8588, -0.1747, 1.5089], [0.3582, -0.3568, 0.6585], [2.2498, -2.3550, 1.1127], [2.6662, -1.8835, -0.4946], [0.2098, -2.1735, -1.1750], [1.2538, -3.5463, -0.9969], [-1.3213, -3.1158, 0.2201], [-0.3226, -4.5423, 0.2647], [1.9087, 2.3558, 1.1353], [2.6897, 3.0617, -0.2895], [0.6347, 4.1947, 0.1856], [-0.3127, 2.7301, 0.2473], [-1.3340, 3.1485, -2.8281], [1.8068, 1.3899, -2.9056], [2.0109, -0.3269, -2.6703], [-0.2397, -0.6728, -2.8602], [-0.3792, 1.0167, -3.2687], [-2.2841, -0.6167, -1.9939], [-1.6108, -1.0387, -0.3997], [-6.6694, 0.4103, 2.5555]], "forces_ev_per_a": [[0.07, 0.41, 0.19], [0.20, -0.39, 0.28], [0.03, 0.75, -0.23], [0.05, -0.06, 0.04], [-0.10, -0.02, -0.18], [0.18, -0.61, 0.46], [0.01, 0.58, -0.52], [-0.09, -0.37, 0.35], [0.26, 0.04, -0.53], [-0.76, 0.09, 0.03], [0.24, -0.12, 0.06], [0.33, 0.15, -0.12], [0.14, -0.01, 0.05], [-0.32, -0.13, -0.05], [0.31, 0.77, 0.30], [-0.02, -1.03, -0.02], [-0.42, 0.65, 0.02], [-0.11, -0.10, 0.28], [-0.26, -0.41, -0.17], [-0.07, 0.31, -0.27], [-0.04, -0.04, -0.03], [0.17, 0.11, 0.14], [0.02, 0.08, 0.01], [-0.04, -0.08, -0.16], [0.14, 0.01, 0.18], [0.05, -0.11, 0.10], [-0.16, 0.05, -0.07], [0.13, 0.07, 0.02], [-0.08, 0.00, -0.08], [-0.04, -0.01, -0.15], [0.04, -0.13, 0.06], [-0.17, 0.15, -0.06], [0.01, 0.19, -0.04], [0.18, -0.12, 0.14], [-0.12, -0.22, -0.08], [0.03, -0.08, -0.04], [-0.03, -0.07, 0.01], [-0.04, 0.09, -0.10], [0.02, -0.05, -0.12], [-0.04, -0.09, 0.05], [-0.02, 0.15, 0.02], [-0.10, 0.24, -0.03], [-0.07, -0.11, 0.11], [0.05, -0.14, 0.02], [0.04, 0.07, -0.01], [-0.01, -0.04, 0.03], [-0.09, 0.03, 0.16], [-0.01, -0.03, 0.11], [0.11, 0.06, 0.04], [0.08, -0.05, -0.06], [-0.01, -0.01, 0.03], [-0.10, -0.22, -0.19], [0.33, -0.08, -0.33], [0.13, 0.14, 0.16], [0.10, 0.01, 0.04], [0.07, -0.12, 0.19], [-0.06, 0.01, -0.01], [-0.11, 0.01, -0.02], [0.00, -0.04, -0.03], [-0.01, -0.12, 0.05]]}

[2]
{"formula": "C17H26Cl4NOS", "method": "the ωB97M-V functional and the def2-TZVPD basis", "homo_ha": -0.456, "energy_ev": -82497.1235, "orbital_gap_ev": 8.0535, "total_charge": 1, "elements": ["C", "C", "C", "C", "C", "S", "O", "C", "C", "C", "C", "C", "C", "C", "C", "N", "H", "H", "H", "H", "H", "H", "H", "H", "H", "H", "H", "H", "H", "H", "H", "H", "H", "H", "Cl", "C", "C", "Cl", "H", "H", "H", "H", "Cl", "C", "C", "Cl", "H", "H", "H", "H"], "coordinates": [[-5.6686, -1.5022, -1.5759], [-5.1751, -0.6211, -0.7146], [-4.7127, 0.3986, 0.4697], [-3.2866, 1.0513, -0.0168], [-2.0355, 0.0525, 0.2223], [-1.3098, -0.6464, -1.3392], [-1.3182, 0.6264, -2.4408], [-0.8868, 0.2192, -3.7792], [-1.4555, -1.2021, -4.2842], [-3.0807, -1.3212, -4.2380], [0.4510, -1.1839, -0.9296], [0.9571, -2.4748, -1.6672], [2.4657, -2.9222, -1.3501], [3.2709, -2.0360, -0.2894], [2.4954, -0.8108, 0.3317], [1.1537, -0.3615, 0.0329], [-6.0414, -2.3904, -2.1971], [-5.5068, 1.2387, 0.5119], [-4.5745, -0.1380, 1.4780], [-3.4508, 1.3272, -1.1372], [-3.1213, 2.0539, 0.5346], [-1.2148, 0.6649, 0.7856], [-2.3004, -0.8269, 0.9144], [-1.3186, 1.0207, -4.5120], [0.2617, 0.3312, -3.8416], [-0.9888, -2.1224, -3.7723], [-1.1587, -1.2866, -5.4116], [-3.3737, -2.1488, -3.4875], [-3.4358, -1.6186, -5.2902], [-3.4877, -0.2753, -3.9382], [0.3653, -3.1258, -2.4036], [2.9344, -3.8482, -1.8799], [4.3444, -2.3173, -0.0015], [3.0839, -0.1891, 1.1355], [0.2186, 3.8970, 2.6512], [1.1845, 4.0081, 1.1586], [2.0133, 2.7603, 0.9195], [3.3265, 2.5856, 2.1109], [1.8110, 4.9005, 1.2257], [0.4798, 4.1485, 0.3355], [2.4848, 2.8110, -0.0649], [1.4000, 1.8575, 0.9565], [6.0751, -1.1238, 5.7121], [4.8947, 0.1986, 5.8844], [3.5013, -0.2182, 5.4536], [3.3934, -0.4869, 3.6952], [5.2557, 1.0526, 5.3066], [4.8874, 0.4808, 6.9398], [2.7860, 0.5708, 5.6971], [3.1817, -1.1337, 5.9564]], "forces_ev_per_a": [[2.91, 4.39, 5.13], [-2.76, -4.62, -3.27], [0.37, -0.39, -2.14], [-1.20, 0.15, -0.52], [0.51, 2.01, 1.39], [0.46, -0.31, -0.36], [0.34, -1.20, 1.47], [0.22, -0.25, -2.16], [-0.08, -0.19, -0.96], [0.90, 0.26, 0.09], [2.50, -1.14, 0.13], [3.04, 1.76, 2.56], [-1.46, 3.54, 2.13], [-4.62, -0.02, -1.99], [-0.10, -1.31, -1.13], [2.32, -4.46, -2.30], [0.79, 2.08, 1.19], [1.36, -1.51, 0.12], [-0.53, 0.73, -1.69], [0.60, -0.56, 1.99], [-0.02, -1.83, -0.75], [-1.22, -1.27, -1.24], [0.41, 0.98, -1.50], [0.61, -1.30, 1.68], [-1.80, -0.51, 0.22], [-0.57, 1.64, -0.70], [-0.23, 0.30, 2.12], [0.24, 1.62, -1.17], [0.35, 0.56, 1.77], [0.29, -2.04, -0.48], [0.76, 1.42, 1.39], [-1.01, 1.93, 1.15], [-1.91, 0.67, -0.39], [-1.45, -1.14, -1.78], [-0.01, -0.05, 0.02], [0.15, 0.05, -0.25], [-0.18, 0.11, -0.14], [-0.02, 0.06, -0.06], [-0.07, -0.19, 0.08], [0.09, -0.08, 0.07], [-0.05, 0.09, 0.10], [0.09, 0.20, 0.09], [-0.02, 0.01, -0.06], [-0.10, 0.15, 0.03], [0.00, 0.12, 0.45], [-0.01, -0.24, 0.03], [-0.08, -0.19, 0.02], [-0.09, -0.08, -0.12], [0.14, -0.02, -0.08], [0.14, 0.09, -0.16]]}

[3]
{"formula": "C17H26F2NNbO5P", "method": "the ωB97M-V functional and the def2-TZVPD basis", "homo_ha": -0.151, "energy_ev": -46042.9089, "orbital_gap_ev": 6.0716, "total_charge": -1, "elements": ["C", "C", "C", "C", "O", "Nb", "C", "O", "N", "O", "P", "O", "O", "H", "H", "H", "H", "H", "H", "H", "H", "H", "H", "H", "H", "H", "H", "H", "H", "F", "C", "C", "C", "C", "C", "C", "H", "H", "H", "H", "H", "F", "C", "C", "C", "C", "C", "C", "H", "H", "H", "H", "H"], "coordinates": [[1.1416, 2.4833, 1.6179], [1.1307, 1.1506, 2.5967], [0.3646, -0.1583, 1.8918], [-1.2432, 0.1496, 2.0144], [-2.1141, -0.8130, 1.3184], [-4.0551, 0.0691, 1.3877], [-3.5156, 1.3098, -0.5023], [-2.8644, 2.5901, -0.1739], [-3.3345, 3.4512, -1.1158], [-3.8353, 4.3833, -0.5071], [-6.2657, 1.3369, 1.4328], [-7.5143, 0.5705, 0.4914], [-6.7860, 1.7497, 3.0427], [1.5923, 3.4296, 2.1874], [1.7867, 2.2019, 0.6652], [0.0521, 2.7935, 1.2547], [0.5178, 1.3666, 3.5969], [2.2421, 0.9164, 2.8784], [0.7087, -1.1508, 2.4231], [0.7721, -0.1861, 0.7817], [-1.6061, 0.1636, 3.1495], [-1.4238, 1.2112, 1.5375], [-3.3728, 1.3477, 2.5056], [-4.4983, -0.9033, 2.8861], [-4.7500, -1.2048, 0.3008], [-4.5783, 1.5942, -0.9656], [-2.9706, 0.6723, -1.3189], [-7.8974, 1.3308, -0.0733], [-6.1464, 2.4955, 3.3234], [4.6561, 2.8130, -0.0896], [4.8776, 1.5404, -0.4444], [4.7313, 0.5311, 0.5009], [4.9568, -0.7946, 0.1306], [5.3371, -1.0955, -1.1796], [5.4862, -0.0750, -2.1199], [5.2498, 1.2494, -1.7521], [4.4434, 0.7847, 1.5160], [4.8375, -1.5917, 0.8603], [5.5172, -2.1292, -1.4668], [5.7863, -0.3112, -3.1379], [5.3524, 2.0541, -2.4725], [2.3427, -2.2404, -0.5422], [1.4794, -2.6721, -1.4711], [0.1177, -2.6786, -1.1893], [-0.7819, -3.1231, -2.1581], [-0.3084, -3.5669, -3.3953], [1.0606, -3.5613, -3.6668], [1.9590, -3.1062, -2.7019], [-0.2310, -2.3381, -0.2198], [-1.8491, -3.1248, -1.9504], [-1.0101, -3.9177, -4.1490], [1.4271, -3.9110, -4.6289], [3.0256, -3.0866, -2.8994]], "forces_ev_per_a": [[-0.25, -0.22, 0.08], [-0.79, 0.10, 0.15], [0.72, 0.96, 0.12], [0.35, 0.10, 0.02], [-1.11, 1.68, 1.04], [3.51, -1.36, -0.52], [-1.51, -0.41, -1.85], [0.16, -1.68, -0.56], [-1.49, 2.65, 2.36], [1.07, -1.01, -2.22], [-0.42, -0.43, 0.24], [0.10, 2.86, 0.20], [1.23, 0.89, -0.82], [-0.81, -2.16, -1.32], [-1.27, 0.83, 1.95], [2.35, -0.81, 0.80], [1.48, -0.27, -2.06], [-2.10, 0.27, -0.48], [-0.88, 1.92, -0.97], [-1.18, -0.09, 2.08], [1.29, 0.17, -2.27], [0.48, -1.86, 1.14], [-0.89, 0.66, 0.45], [-0.11, 0.24, 0.00], [-0.65, -0.20, -0.33], [2.13, -0.67, 0.76], [-0.58, 1.33, 1.39], [0.76, -1.86, 1.38], [-1.50, -1.70, -0.83], [-0.01, 0.19, 0.04], [0.16, -1.01, -0.30], [0.00, 0.00, 0.03], [0.15, 0.29, -0.37], [0.02, 0.08, 0.05], [-0.11, -0.04, 0.44], [-0.01, 0.09, 0.02], [-0.02, 0.02, -0.12], [-0.02, 0.18, -0.13], [-0.05, 0.19, 0.06], [-0.08, 0.08, 0.17], [-0.02, -0.04, 0.10], [0.18, 0.04, 0.18], [-0.84, -0.37, -0.82], [0.05, 0.03, 0.14], [0.41, -0.06, -0.19], [0.04, 0.02, 0.06], [-0.24, 0.11, 0.32], [0.09, 0.02, 0.05], [-0.04, 0.05, -0.06], [0.21, 0.05, 0.05], [0.13, 0.07, 0.13], [-0.03, 0.08, 0.17], [-0.07, 0.02, 0.06]]}